## 1
Here is a 3-piece molecular cluster, C4H15NO3 overall from OMol25. Energies are from ωB97M-V/def2-TZVPD.

```
23
C4H15NO3 ωB97M-V/def2-TZVPD
C -1.034 -2.375 1.062
N -0.790 -1.046 1.602
C -0.984 0.008 0.609
C -0.710 1.378 1.239
C 0.765 1.852 1.251
O 1.634 0.755 0.993
H -1.067 -3.100 1.876
H -2.011 -2.381 0.581
H -0.263 -2.706 0.353
H 0.138 -0.971 1.981
H -0.420 -0.190 -0.305
H -2.039 -0.004 0.319
H -1.329 2.124 0.736
H -1.110 1.317 2.251
H 0.973 2.250 2.249
H 0.923 2.648 0.522
H 2.572 0.986 1.123
H 1.105 0.723 -2.333
H 1.794 0.517 -1.006
O 1.762 1.142 -1.759
H 0.031 -1.225 -3.684
H 0.171 -0.441 -5.028
O -0.111 -1.259 -4.630
```

Summary:
Spin multiplicity: 1
Lowest unoccupied orbital energy in eV: 0.40
E_HOMO in eV: -8.77



## 2
Here is a 3-piece molecular cluster, C4H15NO3 overall from OMol25. Energies are from ωB97M-V/def2-TZVPD.

```
23
C4H15NO3 ωB97M-V/def2-TZVPD
C 1.159 0.658 1.573
O 2.481 0.145 1.296
C 0.176 0.541 0.349
C -0.836 1.734 0.468
C -0.283 3.112 0.160
N -0.404 -0.789 0.461
H 0.841 0.071 2.486
H 1.371 1.712 1.761
H 2.341 -0.611 0.725
H 0.763 0.540 -0.634
H -1.698 1.631 -0.401
H -1.448 1.527 1.453
H 0.697 3.130 -0.252
H -0.485 3.868 0.924
H -0.970 3.648 -0.601
H -0.875 -0.973 -0.338
H -0.818 -0.936 1.378
H -2.959 -1.628 -3.385
H -1.648 -1.240 -4.030
O -2.364 -0.872 -3.693
H 0.717 -4.316 0.540
H 0.114 -2.865 0.541
O 0.582 -3.561 0.061
```

Summary:
Spin multiplicity: 1
Lowest unoccupied orbital energy in eV: 0.69
E_HOMO in eV: -9.52



In order of decreasing stability: 1, 2.